# 1
The following is a quantum chemistry calculation of a molecular structure, C31H21N8ReS2 at a distorted geometry, from OMol25.

```
63
Properties=species:S:1:pos:R:3:mulliken_spin:R:1
Re 1.36 0.34 0.08 1.76
N -0.91 -0.64 -3.51 0.01
C -0.56 -0.24 -2.31 0.01
N 0.71 -0.01 -1.95 0.03
C 1.69 -0.11 -2.91 0.01
N 2.89 0.20 -2.52 -0.02
N 2.74 0.84 -1.32 0.00
C 3.86 1.44 -0.81 0.25
C 3.69 1.96 0.48 0.08
C 4.68 2.61 1.26 0.06
C 4.44 2.97 2.57 0.05
C 3.21 2.60 3.17 0.05
C 2.28 1.97 2.38 0.07
N 2.47 1.70 1.06 0.05
C 1.40 -0.78 -4.10 0.00
C 2.48 -1.27 -4.86 0.01
C 2.22 -2.12 -5.96 0.00
C 0.90 -2.37 -6.32 0.00
C -0.18 -1.77 -5.61 0.00
C 0.10 -1.04 -4.47 0.00
H -1.89 -0.68 -3.77 0.00
H -1.30 -0.13 -1.51 0.01
H 4.79 1.53 -1.42 0.01
H 5.63 2.81 0.80 0.00
H 5.09 3.60 3.20 0.00
H 2.96 2.87 4.18 0.00
H 1.34 1.58 2.75 0.01
H 3.50 -1.13 -4.44 0.00
H 3.03 -2.65 -6.43 0.00
H 0.68 -3.05 -7.12 0.00
H -1.20 -1.87 -5.99 0.00
S 1.99 -1.14 3.75 0.08
C 1.67 -2.19 2.48 0.03
S 2.02 -1.73 0.74 0.18
C 0.96 -3.43 2.65 0.01
C 0.67 -4.22 1.58 0.00
N 0.41 -4.96 0.71 0.01
C 0.10 -3.62 3.71 -0.01
N -0.77 -3.79 4.52 0.01
N -0.30 0.72 0.65 -0.10
C -1.62 0.74 0.90 0.08
C -2.24 -0.52 1.30 0.04
C -2.02 -1.75 0.65 0.03
C -2.39 -2.97 1.13 0.00
C -3.09 -2.98 2.35 0.03
C -3.40 -1.78 3.03 -0.01
C -3.01 -0.55 2.50 0.04
C -2.35 1.94 1.00 0.01
C -3.80 1.86 0.97 0.06
C -4.61 2.97 1.22 -0.03
C -4.04 4.24 1.33 0.06
C -2.66 4.36 1.12 -0.03
C -1.82 3.24 1.03 0.06
H -1.48 -1.74 -0.32 0.00
H -2.20 -3.90 0.63 0.00
H -3.30 -3.90 2.87 0.00
H -3.95 -1.82 3.98 0.00
H -3.34 0.33 3.05 0.00
H -4.25 0.90 0.75 0.00
H -5.70 2.78 1.31 0.00
H -4.65 5.09 1.54 0.00
H -2.20 5.33 1.14 0.00
H -0.73 3.36 1.12 0.01
```

Maximum force, hartree/bohr: 0.1184
Electronic energy, eV: -68199.34565
Total charge: +1
E_HOMO (alpha / beta), Eh: -0.3477 / -0.3458
Expectation value of S²: 3.824
LUMO (alpha / beta), eV: -4.52 / -5.14
Multiplicity: 4

=====

# 2
The following is a quantum chemistry calculation of a molecular structure, C51H42F2N12O11Rb, from OMol25.

```
119
Properties=species:S:1:pos:R:3:mulliken_charge:R:1
Rb 1.04 1.01 0.52 1.06
N 3.70 -1.29 -2.79 -0.01
C 3.10 -0.27 -2.12 -0.76
N 3.58 0.32 -1.08 -0.29
C 4.75 -0.17 -0.52 0.04
N 5.12 0.08 0.68 -1.15
N 4.15 0.66 1.48 1.03
C 4.52 1.65 2.17 -1.05
C 3.63 2.19 3.22 0.78
C 4.18 2.75 4.36 -0.88
C 3.34 3.15 5.38 -0.55
C 1.98 2.96 5.23 -0.62
C 1.51 2.41 4.04 -0.71
N 2.31 2.05 3.04 0.57
C 5.58 -1.09 -1.33 0.97
C 6.87 -1.46 -0.97 -0.52
C 7.54 -2.45 -1.67 -0.67
C 6.90 -3.08 -2.74 -0.40
C 5.63 -2.72 -3.12 -0.70
C 4.97 -1.70 -2.42 0.00
H 3.08 -1.96 -3.25 0.34
H 2.15 0.05 -2.52 0.65
H 5.53 2.05 2.08 0.37
H 5.26 2.85 4.45 0.43
H 3.74 3.58 6.29 0.39
H 1.27 3.24 6.00 0.46
H 0.46 2.21 3.88 0.68
H 7.33 -0.98 -0.11 0.45
H 8.54 -2.74 -1.39 0.39
H 7.41 -3.87 -3.28 0.38
H 5.12 -3.20 -3.94 0.39
F -4.62 -1.79 -2.44 -0.38
C -4.07 -0.64 -2.93 0.25
C -3.03 -0.05 -2.26 -0.83
C -2.51 1.15 -2.74 0.95
C -1.33 1.72 -2.03 0.67
O -0.87 1.09 -1.10 -0.92
C -0.87 3.00 -2.53 -0.08
C -1.49 3.52 -3.61 -0.26
N -2.50 2.93 -4.34 0.25
C -3.03 3.59 -5.50 -0.20
C -2.06 4.20 -6.46 -0.95
C -2.81 2.96 -6.85 -0.52
C -3.05 1.74 -3.89 0.09
C -4.10 1.10 -4.57 -1.02
C -4.60 -0.10 -4.09 -0.98
N -5.65 -0.74 -4.82 0.39
C -5.56 -2.18 -4.98 -0.54
C -6.44 -2.60 -6.13 -0.91
N -7.86 -2.18 -5.79 -0.16
C -7.95 -0.69 -5.55 -0.75
C -6.99 -0.33 -4.44 -0.48
C 0.31 3.81 -1.94 0.07
O 0.24 5.04 -2.14 -0.83
O 1.19 3.13 -1.40 -0.72
H -2.58 -0.48 -1.38 0.65
H -1.18 4.50 -3.95 0.77
H -3.96 4.11 -5.34 0.37
H -1.01 4.09 -6.24 0.35
H -2.33 5.14 -6.92 0.25
H -2.26 2.03 -6.86 0.26
H -3.61 3.04 -7.58 0.31
H -4.50 1.51 -5.49 0.52
H -5.84 -2.74 -4.07 0.41
H -4.53 -2.45 -5.20 0.50
H -6.45 -3.68 -6.28 0.42
H -6.18 -2.09 -7.05 0.35
H -8.13 -2.67 -4.93 0.40
H -8.51 -2.47 -6.52 0.34
H -8.99 -0.47 -5.30 0.39
H -7.68 -0.22 -6.48 0.36
H -7.31 -0.79 -3.49 0.28
H -7.01 0.75 -4.30 0.47
N -1.20 2.98 1.34 -0.48
C -1.40 3.35 2.40 -0.03
C -1.68 3.82 3.73 0.71
C -1.59 5.17 4.04 -0.63
C -1.81 5.58 5.34 -0.50
C -2.11 4.65 6.33 -0.32
C -2.19 3.30 6.01 -0.58
C -1.97 2.87 4.71 -0.16
H -1.34 5.88 3.26 0.50
H -1.74 6.63 5.59 0.39
H -2.28 4.98 7.35 0.39
H -2.41 2.57 6.78 0.44
H -1.99 1.81 4.45 0.34
F 0.35 -3.89 7.82 -0.34
C 1.07 -3.08 7.02 0.24
C 0.58 -2.65 5.85 -0.13
N 1.28 -1.84 5.01 0.56
C 0.66 -1.37 3.76 -0.23
C -0.63 -0.53 3.99 0.37
O -1.42 -0.94 4.86 -0.80
O -0.75 0.46 3.23 -0.53
C 2.55 -1.41 5.33 0.25
O 3.24 -0.69 4.63 -0.51
N 3.01 -1.86 6.56 0.05
C 2.38 -2.69 7.48 0.23
O 2.92 -3.00 8.53 -0.72
H -0.42 -2.89 5.52 0.47
H 0.40 -2.25 3.17 0.23
H 1.41 -0.80 3.23 -0.21
H 3.95 -1.57 6.79 0.23
O 1.98 -3.54 -2.57 -0.83
C 1.58 -2.95 -1.53 -0.18
O 0.98 -1.86 -1.47 -0.46
C 2.08 -3.50 -0.20 0.22
C 2.03 -4.87 0.07 -0.43
C 2.46 -5.36 1.29 -0.73
C 2.96 -4.46 2.22 -0.10
C 3.07 -3.11 1.97 -0.46
C 2.61 -2.64 0.75 0.83
N 3.40 -4.98 3.53 1.06
O 3.71 -4.18 4.39 -0.61
O 3.42 -6.19 3.69 -0.68
H 1.66 -5.54 -0.69 0.43
H 2.41 -6.41 1.54 0.50
H 3.48 -2.43 2.71 0.40
H 2.69 -1.58 0.53 0.20
```

Maximum force, hartree/bohr: 0.0190
Electronic energy, eV: -100062.11515
Total charge: -1
E_HOMO, Eh: -0.1837
LUMO, eV: -0.72

=====

# 3
The following is a quantum chemistry calculation of a molecular structure, C2H2BrNO2 at a distorted geometry, from OMol25.

```
8
Properties=species:S:1:pos:R:3:mulliken_charge:R:1
C -0.14 0.63 -0.28 -0.26
C 1.35 -0.50 0.13 -0.27
N -1.37 0.00 -0.01 0.86
O -1.39 -1.21 0.16 -0.56
O -2.30 0.79 0.17 -0.54
Br 3.00 0.14 -0.08 0.01
H -0.28 1.75 -0.29 0.38
H 1.14 -1.59 0.21 0.39
```

Maximum force, hartree/bohr: 0.1264
Electronic energy, eV: -77726.12268
E_HOMO (alpha / beta), Eh: -0.3408 / -0.3760
LUMO (alpha / beta), eV: -1.95 / -1.17